# 1
C7H14NO | ωB97M-V with the def2-TZVPD basis set

Calculated values
Max |F| in eV/Å: 3.6
HOMO-LUMO gap in eV: 9.518
HOMO energy in eV: -12.814
Net charge: +1
ΔE to the lowest compared entry with this formula, charge and spin in kcal/mol: 101.5
DFT total energy in eV: -11013.421

The geometry in XYZ format:
```
23
Properties=species:S:1:pos:R:3:forces:R:3
C -2.469450 0.164116 0.572402 -1.14 2.04 0.04
C -2.240294 0.786698 -0.596912 0.49 -0.72 0.72
C -1.460129 -0.631571 1.196405 2.22 0.59 -1.96
C -0.106412 -0.221257 -0.581848 -1.79 -0.71 2.76
C 0.113061 -1.454042 -1.407043 -0.72 0.65 -0.17
C 0.982797 1.738414 0.611305 1.22 -1.18 -3.18
C 2.161068 -0.546616 0.444684 -3.23 -0.13 1.67
N 1.201261 0.460814 -0.234284 0.02 -0.58 -0.56
O -0.978915 0.642714 -1.187032 0.20 0.58 0.05
H -3.334590 0.498290 1.194448 0.53 -0.41 -0.85
H -2.875170 1.469394 -1.146323 0.07 -0.16 0.08
H -1.195084 -0.483609 2.240319 0.17 0.36 -0.14
H -1.498827 -1.645292 0.950682 0.04 -1.66 -0.25
H -0.882256 -1.694433 -1.783898 0.05 -0.73 0.44
H 0.647086 -2.242732 -0.871971 -0.60 -0.10 -0.62
H 0.589173 -1.137705 -2.337863 0.65 -0.20 0.00
H 1.794638 2.381262 0.247096 -0.60 0.36 0.62
H -0.009823 2.017545 0.346132 -0.48 0.88 0.03
H 1.077851 1.430688 1.596710 0.15 -0.20 1.86
H 1.781397 -0.454501 1.547030 1.20 -0.67 -1.93
H 1.937395 -1.587942 0.044799 0.91 1.75 0.68
H 3.149270 -0.180378 0.319097 0.86 0.03 -0.03
H 1.615957 0.690139 -1.163938 -0.23 0.21 0.75
```
Forces are in eV/Å.

# 2
C7H14NO2S | ωB97M-V with the def2-TZVPD basis set

Calculated values
Max |F| in eV/Å: 4.3
HOMO-LUMO gap in eV: 9.396
HOMO energy in eV: -12.095
Net charge: +1
ΔE to the lowest compared entry with this formula, charge and spin in kcal/mol: 94.4
DFT total energy in eV: -23894.397

The geometry in XYZ format:
```
25
Properties=species:S:1:pos:R:3:forces:R:3
C -1.511806 -1.240281 -0.728300 -1.23 -1.55 -0.46
C -2.000668 -0.137134 1.279202 -1.35 1.78 3.37
C -2.204813 -0.162501 -1.023057 -0.30 0.64 -1.95
C 1.204984 -0.357098 -1.607302 3.40 2.04 -0.46
C -2.487819 0.682624 0.091332 1.35 -1.80 1.48
C -3.041290 1.853647 0.131322 -3.05 2.07 2.30
C 3.811594 -0.236428 0.247938 -1.35 3.69 0.86
N -1.298016 -1.318998 0.736754 2.18 1.84 0.12
O 1.232950 -0.697021 0.940934 -0.17 -1.05 1.51
O 1.812674 1.526912 0.441767 -0.41 -1.61 -1.10
S 1.949665 -0.002445 -0.092236 0.77 -0.60 -1.11
H -1.286692 -2.053354 -1.437441 0.29 0.44 0.98
H 1.362054 -1.414592 -1.842935 -0.28 -0.38 0.94
H -1.371785 0.383403 2.058275 0.12 -0.17 -1.43
H -2.850108 -0.345128 2.035583 0.81 -0.60 -1.80
H -2.502406 0.154105 -2.033122 0.34 -0.46 0.45
H 2.036761 0.032996 -2.331226 -1.59 0.21 0.74
H 2.542085 2.050537 0.132703 0.74 0.87 -0.37
H -3.384490 2.307520 1.159947 1.17 -0.72 -2.09
H -3.628088 2.229584 -0.702865 0.67 0.25 -0.17
H 3.878898 -0.257736 1.353846 -0.04 0.86 -0.51
H 4.236880 -1.131137 0.003808 0.41 -2.62 -1.56
H 4.362688 0.616608 -0.292489 -0.80 -1.23 1.09
H -1.500731 -2.110986 1.317188 -0.34 -1.06 -0.48
H -0.218681 -1.059556 0.897214 -1.32 -0.82 -0.39
```
Forces are in eV/Å.

# 3
C7H14NOPS | ωB97M-V with the def2-TZVPD basis set

Calculated values
Max |F| in eV/Å: 4.0
HOMO-LUMO gap in eV: 9.514
HOMO energy in eV: -8.996
SMILES string: N=[P@](O)(S)[C@]12CC[C@H](CC1)C2
Net charge: 0
ΔE to the lowest compared entry with this formula, charge and spin in kcal/mol: 0.0
DFT total energy in eV: -31147.726

The geometry in XYZ format:
```
25
Properties=species:S:1:pos:R:3:forces:R:3
N -2.438635 1.891019 -0.261190 0.22 -0.84 1.08
P -2.068578 0.359249 -0.193995 2.99 1.27 -0.34
O -2.456312 -0.196389 -1.607085 -0.92 0.48 -1.38
S -2.999871 -0.980935 1.015005 -0.96 -0.14 1.42
C -0.194074 -0.081853 -0.095132 -3.43 0.86 -1.77
C 0.266727 -1.113846 -1.145125 -0.98 0.36 -0.26
C 1.789567 -0.880687 -1.091182 0.84 1.36 -0.74
C 1.923026 0.327284 -0.069969 3.01 -0.58 0.48
C 1.638200 -0.140167 1.385842 -0.67 0.91 -0.71
C 0.175673 -0.570650 1.230799 0.39 -0.66 2.70
C 0.716751 1.119884 -0.279001 -2.00 2.03 -1.84
H -2.148676 2.402174 0.575290 -0.20 0.14 -0.37
H -2.887242 0.628591 -1.934227 -0.03 -0.69 -0.59
H -3.136500 -0.026542 1.984319 0.01 -0.59 -0.31
H -0.170509 -0.933368 -2.183858 0.61 -0.30 1.51
H -0.128948 -2.036726 -0.711849 0.44 -0.43 -0.71
H 2.455512 -1.678311 -0.732663 -0.47 -0.10 -0.43
H 2.104266 -0.535723 -2.152136 -0.11 -0.60 1.86
H 2.916061 0.818547 -0.134674 -0.60 -0.10 -0.18
H 1.552319 0.695204 2.082648 1.03 0.18 -0.14
H 2.259232 -0.908036 1.777108 0.69 -0.58 0.27
H 0.229835 -1.661571 1.332859 -1.13 0.17 0.09
H -0.445534 -0.052146 2.019650 0.54 -1.09 -0.54
H 0.495404 1.905372 0.451586 0.32 -0.21 0.20
H 0.552303 1.649616 -1.263032 0.42 -0.86 0.69
```
Forces are in eV/Å.

# 4
C7H14NOS | ωB97M-V with the def2-TZVPD basis set

Calculated values
Max |F| in eV/Å: 4.3
HOMO-LUMO gap in eV: 8.551
HOMO energy in eV: -13.152
Net charge: +1
ΔE to the lowest compared entry with this formula, charge and spin in kcal/mol: 54.6
DFT total energy in eV: -21848.882

The geometry in XYZ format:
```
24
Properties=species:S:1:pos:R:3:forces:R:3
C -1.521843 -0.452490 -0.700300 -0.87 -0.86 -0.33
C 1.196638 -0.975831 0.961966 -0.19 2.29 2.04
C 0.778499 0.388207 1.510806 3.34 -0.20 2.63
C -0.368646 0.390532 -0.565007 2.70 -0.35 -0.70
C 1.313846 -0.978658 -0.473842 -1.26 0.40 0.21
C -1.604503 -1.238189 -1.991436 1.81 -1.81 1.38
C -0.546364 2.330279 1.108027 -2.23 -0.24 0.42
N -0.354882 0.926518 0.796358 -0.96 -2.92 0.33
O -2.284499 -0.538394 0.290351 1.15 -0.31 -0.57
S 2.826097 -0.288860 -1.050045 -0.82 0.15 0.36
H 2.100862 -1.221656 1.448876 1.35 -0.26 0.47
H 0.521004 -1.583946 1.414981 -2.24 -2.73 0.31
H 0.676210 0.384096 2.707498 -0.23 0.02 -2.81
H 1.717891 0.937867 1.321647 -0.75 0.97 0.14
H -0.016987 0.954605 -1.451129 -0.33 -0.05 0.88
H 1.126202 -2.011958 -0.815638 -0.39 0.92 -0.76
H -2.134113 -0.695392 -2.716656 -0.64 0.85 -1.14
H -2.152263 -2.220179 -1.834675 0.86 1.16 -0.16
H -0.473393 -1.387425 -2.313296 -2.69 0.10 0.29
H -0.613605 2.421641 2.224378 0.30 0.27 -1.23
H 0.150955 2.924888 0.591982 1.40 0.77 -0.04
H -1.494251 2.588393 0.642933 -0.34 0.28 0.39
H -1.353059 0.149662 1.092830 0.52 1.74 -0.67
H 2.510205 -0.803709 -2.200609 0.51 -0.17 -1.45
```
Forces are in eV/Å.

# 5
C7H14NOS | ωB97M-V with the def2-TZVPD basis set

Calculated values
Max |F| in eV/Å: 4.6
HOMO-LUMO gap in eV: 8.522
HOMO energy in eV: -13.423
Net charge: +1
ΔE to the lowest compared entry with this formula, charge and spin in kcal/mol: 38.8
DFT total energy in eV: -21849.564

The geometry in XYZ format:
```
24
Properties=species:S:1:pos:R:3:forces:R:3
C -2.858581 -1.129139 -0.201324 0.55 1.04 0.74
C -1.025591 0.893475 1.217008 -0.75 0.92 -0.75
C -2.110164 -0.014377 -0.926500 2.37 -0.38 -0.29
C 0.270437 0.440784 0.522100 -0.25 -0.91 0.17
C 1.212560 -0.199798 1.534739 -1.90 -1.70 2.84
C 0.917709 1.500200 -0.273540 3.03 2.75 -2.07
C 0.537725 -1.058998 -1.566071 -0.24 0.93 -0.71
N -0.249194 -0.557637 -0.479994 -1.79 -1.82 1.26
O -2.571742 -1.408730 0.935046 -0.51 -0.90 -0.80
S -2.097480 1.544474 -0.106049 -0.42 -0.33 -0.52
H -3.713024 -1.511479 -0.753394 -0.41 -0.40 -0.05
H -1.683208 0.190386 1.709687 0.88 -0.59 0.28
H -0.879768 1.711202 1.877586 0.40 0.81 0.62
H -2.179893 -0.014845 -2.055984 0.08 0.12 1.37
H 0.685033 -1.162476 1.995156 1.16 1.84 -0.95
H 1.466319 0.414756 2.443550 -0.84 -0.07 -1.00
H 2.179821 -0.460101 1.212305 1.00 -0.54 -1.14
H 1.946043 1.250940 -0.812856 -2.28 -0.36 0.99
H 1.360068 2.363726 0.309591 -1.22 -0.82 -0.11
H 0.234176 1.909448 -1.072473 0.88 -0.30 0.91
H 1.082706 -0.310264 -2.014374 0.95 1.74 -1.31
H 1.222945 -1.799482 -1.330394 1.31 -1.48 1.22
H -0.120564 -1.499946 -2.242913 -1.05 -0.63 -1.40
H -0.352504 -1.475709 -0.009124 -0.97 1.08 0.68
```
Forces are in eV/Å.

# 6
C7H14O | ωB97M-V with the def2-TZVPD basis set

Calculated values
Max |F| in eV/Å: 4.6
HOMO-LUMO gap in eV: 6.658
HOMO energy in eV: -8.134
Net charge: 0
ΔE to the lowest compared entry with this formula, charge and spin in kcal/mol: 115.3
DFT total energy in eV: -9528.769

The geometry in XYZ format:
```
22
Properties=species:S:1:pos:R:3:forces:R:3
C 1.601043 -1.408505 -0.159964 -0.31 -0.46 1.40
O -0.507958 1.443313 0.719225 0.88 0.44 1.07
C 1.285369 -0.077875 0.147184 4.04 -1.36 -1.59
C 2.003023 0.559295 1.329231 -0.94 -0.56 0.22
C -0.214316 0.553607 -0.128509 -3.52 0.41 -1.20
C -0.386741 1.089271 -1.569966 0.50 -0.17 0.11
C -1.149291 -0.730159 0.040303 0.40 0.00 -0.10
C -2.586901 -0.346582 0.365010 0.15 0.92 0.73
H 1.891646 -2.143752 0.598221 0.05 0.20 0.00
H 0.156555 0.518996 -2.325561 0.03 0.00 -0.12
H 1.660948 -1.804722 -1.164741 -0.53 0.17 -0.19
H 1.925047 0.140329 -0.776487 -0.97 1.29 0.13
H 1.998407 1.633199 1.163536 0.01 0.10 0.07
H 1.460272 0.361136 2.248030 0.01 0.07 0.19
H 3.009725 0.160749 1.404557 0.13 0.11 0.05
H -1.447601 1.077061 -1.814408 -0.07 -0.09 0.01
H -0.081828 2.132271 -1.557961 0.23 0.03 -0.16
H -0.735329 -1.333145 0.847420 -0.03 -0.11 0.02
H -1.039872 -1.271870 -0.902420 -0.02 -0.23 -0.05
H -2.655300 -0.234300 1.447056 -0.17 -0.37 0.11
H -2.808202 0.680229 0.074993 -0.02 -0.10 -0.58
H -3.378687 -0.998555 0.015258 0.14 -0.30 -0.13
```
Forces are in eV/Å.

# 7
C7H14O | ωB97M-V with the def2-TZVPD basis set

Calculated values
Max |F| in eV/Å: 4.6
HOMO-LUMO gap in eV: 8.051
HOMO energy in eV: -8.414
Net charge: 0
ΔE to the lowest compared entry with this formula, charge and spin in kcal/mol: 157.6
DFT total energy in eV: -9526.932

The geometry in XYZ format:
```
22
Properties=species:S:1:pos:R:3:forces:R:3
C 1.270849 -0.736777 -2.393155 2.26 -3.18 -0.10
C 0.421056 0.133129 -1.447690 1.69 -0.58 -0.33
C 0.849248 0.019300 0.045334 -3.03 2.83 -0.73
C 0.001383 0.677511 0.914085 2.15 -0.83 -0.72
C -1.108657 1.473296 0.396113 -3.79 -2.31 -1.36
C -2.445506 0.922961 0.841064 1.71 1.27 -2.59
C 2.053044 -0.623282 0.521490 2.03 -3.11 -1.11
H 2.411962 -0.678002 -2.299629 -1.38 0.63 0.69
H 1.180892 -1.907146 -2.060071 -0.30 2.66 -1.40
H 1.270568 -0.563130 -3.526281 -1.17 -0.41 1.61
H -0.627483 -0.202288 -1.479348 0.31 0.47 -0.38
H 0.586305 1.150305 -1.848271 -0.66 -0.07 0.52
H 0.076674 0.483138 1.980068 -0.01 0.21 -0.06
H -0.911074 2.159834 -0.479241 -0.43 -0.44 1.11
H -3.435077 1.224696 0.389093 1.49 0.64 0.08
H -1.864278 1.746956 1.465322 0.05 0.72 1.66
H 2.199090 -1.779453 0.164879 -0.44 2.77 0.52
H 3.020018 -0.074283 0.181206 -1.63 -0.84 0.96
H 1.857519 -0.720841 1.575882 1.00 0.18 0.66
H -2.291684 -0.496928 1.552123 0.19 -0.87 2.70
H -2.448061 -0.988681 3.182303 -0.14 0.33 -0.64
O -2.066788 -1.220314 2.324726 0.12 -0.07 -1.10
```
Forces are in eV/Å.

# 8
C7H14O | ωB97M-V with the def2-TZVPD basis set

Calculated values
Max |F| in eV/Å: 6.8
HOMO-LUMO gap in eV: 8.161
HOMO energy in eV: -7.287
Net charge: 0
ΔE to the lowest compared entry with this formula, charge and spin in kcal/mol: 113.3
DFT total energy in eV: -9528.852

The geometry in XYZ format:
```
22
Properties=species:S:1:pos:R:3:forces:R:3
C -1.339905 -0.423704 -0.358036 0.81 2.72 0.14
C 0.273786 0.721117 0.139465 -5.73 -1.93 -2.05
C 1.023808 -0.403105 0.498596 6.46 1.91 1.25
C -2.222649 0.626847 -1.004790 -0.43 -0.36 0.21
C -1.113506 -1.604005 -1.276073 0.57 0.17 0.14
C 2.721072 0.684426 0.525918 -1.61 -2.78 0.90
C 3.124849 1.066352 1.725809 0.03 -0.24 0.19
O -1.835464 -0.899087 0.866914 -0.16 -0.13 0.16
H -2.633461 -0.423035 1.125431 0.19 0.07 -0.09
H -0.154531 1.293429 0.955063 0.15 0.08 -0.02
H 0.504639 1.310157 -0.739636 0.14 -0.18 -0.04
H 0.954200 -0.713847 1.535239 -0.12 -0.07 -0.06
H 1.283969 -1.233324 -0.145363 -0.25 0.28 -0.42
H 3.362678 0.719256 -0.351467 -0.19 -0.19 -0.05
H -1.777472 0.997673 -1.927427 0.03 0.00 0.04
H -3.205776 0.204688 -1.252469 -0.05 0.01 -0.08
H -2.390336 1.470503 -0.332047 0.08 0.03 -0.02
H -0.529394 -2.382294 -0.786592 0.03 -0.03 0.05
H -2.069178 -2.056856 -1.570129 0.05 0.22 0.14
H -0.585079 -1.297532 -2.178118 0.02 0.01 -0.08
H 4.159817 1.298670 1.970698 -0.14 0.67 -0.27
H 2.447933 1.043670 2.579019 0.10 -0.27 -0.04
```
Forces are in eV/Å.

# 9
C7H14O | ωB97M-V with the def2-TZVPD basis set

Calculated values
Max |F| in eV/Å: 1.6
HOMO-LUMO gap in eV: 9.567
HOMO energy in eV: -8.790
SMILES string: C/C=C/C.C=C(C)O
Net charge: 0
ΔE to the lowest compared entry with this formula, charge and spin in kcal/mol: 46.2
DFT total energy in eV: -9531.763

The geometry in XYZ format:
```
22
Properties=species:S:1:pos:R:3:forces:R:3
C 0.508608 2.714147 -2.069051 0.88 -0.79 0.92
C 0.975470 1.258780 -2.328040 -1.02 0.83 0.05
C 0.466067 0.137936 -1.807577 -0.67 0.07 -0.93
C 0.815267 -1.249218 -2.355112 0.27 0.26 0.66
H 1.352287 3.231600 -1.562487 -0.54 -0.02 -0.31
H 0.289165 3.257768 -2.986910 0.10 -0.19 -0.13
H -0.373229 2.801160 -1.413490 0.33 -0.30 -0.21
H 1.749392 1.182964 -3.095676 -0.10 -0.12 0.20
H -0.393501 0.158132 -1.075563 1.11 0.12 -0.82
H 1.622099 -1.312523 -3.093834 -0.08 0.70 0.05
H -0.056729 -1.713738 -2.857211 0.33 0.01 0.77
H 1.221190 -1.801595 -1.495002 -0.61 -0.57 -0.31
C -2.139233 -0.684611 3.330521 -0.13 0.47 0.24
C -0.951744 -1.108471 2.866658 -0.38 -0.36 0.98
C -0.204929 -0.514199 1.705309 0.76 -0.79 0.58
O -0.297313 -2.155341 3.546740 0.72 0.57 -1.17
H -2.558063 0.277261 2.944037 0.27 -1.25 0.08
H -2.680736 -1.156400 4.190189 0.86 0.45 -0.90
H -0.724916 0.311579 1.258781 -0.41 0.24 -0.18
H 0.728717 -0.101370 2.136786 -0.09 -0.29 -0.58
H 0.007477 -1.296269 0.927514 -0.04 0.74 0.72
H 0.644654 -2.237595 3.233418 -1.56 0.21 0.29
```
Forces are in eV/Å.

# 10
C7H14O2 | ωB97M-V with the def2-TZVPD basis set

Calculated values
Max |F| in eV/Å: 4.8
HOMO-LUMO gap in eV: 10.145
HOMO energy in eV: -9.490
SMILES string: CC(C)OC(C)(C)C=O
Net charge: 0
ΔE to the lowest compared entry with this formula, charge and spin in kcal/mol: 68.8
DFT total energy in eV: -11578.324

The geometry in XYZ format:
```
23
Properties=species:S:1:pos:R:3:forces:R:3
C -0.832922 2.100962 -0.754443 0.14 -0.27 0.02
C 0.151525 1.165738 -0.079394 2.23 0.71 -0.60
C 1.169915 1.900949 0.784384 -0.41 0.10 0.26
O -0.539106 0.189959 0.703442 0.39 -0.27 -0.66
C -0.239160 -1.107642 0.152945 0.14 0.05 0.03
C -1.541504 -1.850486 -0.123204 0.23 0.14 -0.01
C 0.685866 -1.887606 1.077702 -0.10 0.24 -0.12
C 0.466979 -0.723513 -1.162826 3.46 -1.79 -0.97
O 1.724551 -0.792776 -1.365582 -2.65 -1.72 -0.11
H -1.384160 2.661326 0.002323 -0.01 0.01 0.06
H -0.314322 2.812772 -1.396046 -0.01 -0.01 -0.05
H -1.563555 1.542324 -1.340113 0.02 0.02 -0.10
H 1.051261 0.620139 -0.861579 -3.48 2.61 2.10
H 1.923918 1.212946 1.164324 0.01 -0.02 0.02
H 1.666023 2.690468 0.221424 0.01 0.01 -0.06
H 0.652655 2.351421 1.632032 0.04 0.09 0.16
H -1.339724 -2.804404 -0.612699 -0.02 -0.04 0.04
H -2.192453 -1.255995 -0.763913 -0.01 0.03 -0.02
H -2.061738 -2.034019 0.816795 0.02 -0.03 -0.01
H 0.219071 -1.972519 2.057831 -0.06 -0.05 0.01
H 1.639558 -1.376117 1.187413 0.02 0.01 -0.04
H 0.875421 -2.880678 0.673164 0.01 -0.05 0.03
H -0.218099 -0.563250 -2.013975 0.02 0.23 0.02
```
Forces are in eV/Å.